Entry 1:
Entry from OMol25: 7 unconnected molecules or ions with the total composition C31H60F4N2O9 at a distorted geometry (wB97M-V/def2-TZVPD).

Structure (XYZ):
```
106
Properties=species:S:1:pos:R:3:forces:R:3
N -0.3859 -1.5623 -5.9384 0.7 -0.2 0.2
C 0.2448 -2.8509 -5.7022 -0.4 -0.5 0.1
C -0.3796 -3.6591 -4.5086 0.4 -0.8 -0.7
O -1.1748 -2.8798 -3.6534 -0.2 -0.1 0.2
C 0.7003 -4.4982 -3.7286 -0.5 0.8 0.5
C 1.0976 -3.7026 -2.5001 0.8 -0.5 -1.3
C 2.1966 -2.8668 -2.6227 -0.3 -0.2 -0.3
C 2.5291 -2.1217 -1.5272 1.3 0.7 -0.2
C 1.8227 -2.1763 -0.3489 0.3 0.7 1.1
C 0.7235 -3.0054 -0.2203 0.2 0.5 0.6
C -0.1000 -3.0531 1.0524 -0.1 -0.4 -0.8
F -0.4878 -1.8213 1.4284 0.1 0.1 0.2
F -1.2449 -3.7400 0.7629 0.0 -0.1 0.1
C 0.5499 -3.8166 2.2295 -0.9 -0.1 0.9
F -0.4703 -4.1227 3.0845 0.0 -0.1 0.0
F 1.3929 -3.0504 2.9374 0.4 0.0 -0.4
C 0.3912 -3.7596 -1.3176 -0.9 -0.9 0.0
C 2.4533 -1.1809 0.6253 0.0 -1.1 -0.8
O 2.0791 -0.7506 1.6762 0.3 -0.1 -0.5
N 3.6717 -0.7714 -0.0274 -0.6 2.2 -0.5
C 3.6846 -1.1374 -1.4011 -1.3 -1.5 0.2
O 4.4144 -0.7410 -2.2676 -0.1 0.2 0.5
H -1.3952 -1.6465 -5.8881 0.1 0.1 0.0
H -0.1141 -0.9484 -5.1783 -0.3 0.4 -0.3
H 1.3280 -2.7485 -5.5526 -0.2 0.3 0.0
H 0.1265 -3.4659 -6.6054 0.1 0.1 0.2
H -1.0536 -4.4039 -4.9506 -0.1 0.3 0.2
H -0.7683 -2.0221 -3.4803 0.0 -0.1 -0.1
H 0.2804 -5.4646 -3.4330 0.1 0.1 -0.1
H 1.5852 -4.6476 -4.3564 -0.2 -0.2 0.1
H 2.7290 -2.8127 -3.5673 0.1 0.1 0.2
H 1.0160 -4.7676 1.9536 0.1 0.3 -0.3
H -0.4694 -4.4221 -1.2973 0.1 0.2 0.2
H 3.5487 0.2484 -0.0731 1.2 0.1 0.8
C -2.7044 2.1735 -3.0116 0.1 -0.1 0.1
C -1.5915 1.9311 -4.0181 -0.6 0.4 -0.2
C -1.3968 3.1304 -4.9328 0.2 0.0 -0.1
O -1.8990 0.7746 -4.8029 0.3 -0.2 0.1
H -3.6578 2.3421 -3.5194 0.0 0.1 0.0
H -2.8377 1.3024 -2.3702 0.0 0.0 0.0
H -2.4879 3.0385 -2.3830 0.0 0.0 0.0
H -0.6602 1.7188 -3.4897 0.0 -0.2 -0.1
H -2.3071 3.3306 -5.5051 -0.1 0.0 0.1
H -0.6015 2.9373 -5.6545 0.0 0.0 0.1
H -1.1409 4.0245 -4.3624 0.0 0.0 0.0
H -2.7198 0.9494 -5.2759 0.0 0.0 0.0
C 1.3227 2.4059 1.8171 0.2 0.0 -0.1
C 0.4721 3.4687 1.1411 -0.3 -0.3 0.5
C -0.3085 4.2804 2.1632 0.0 0.2 -0.1
O -0.4335 2.8483 0.2263 0.2 0.1 -0.3
H 0.6984 1.7015 2.3729 0.0 0.1 0.0
H 1.8699 1.8249 1.0742 0.0 0.0 0.0
H 2.0392 2.8544 2.5077 0.0 0.0 0.0
H 1.1098 4.1327 0.5553 -0.1 -0.1 -0.2
H -0.9877 3.6365 2.7297 0.1 -0.1 0.0
H -0.9217 5.0330 1.6655 0.1 0.0 0.0
H 0.3601 4.7822 2.8649 0.0 0.0 0.0
H -1.0039 2.2581 0.7311 0.0 0.0 0.0
C -6.4976 -0.7378 -0.3435 0.0 -0.3 -0.2
C -5.1994 0.0542 -0.3440 -0.6 0.2 0.4
C -4.7518 0.3779 1.0729 0.2 0.0 -0.1
O -5.3729 1.2656 -1.0825 0.3 0.0 -0.3
H -7.3016 -0.1607 0.1228 0.1 0.0 0.1
H -6.8120 -0.9567 -1.3650 0.1 0.0 0.0
H -6.3863 -1.6791 0.1974 0.0 0.1 0.0
H -4.4215 -0.5178 -0.8528 0.0 0.1 -0.1
H -5.5003 0.9903 1.5842 -0.1 0.0 0.0
H -3.8239 0.9526 1.0588 0.0 0.0 0.0
H -4.5914 -0.5327 1.6538 -0.3 0.9 -0.6
H -6.0580 1.7834 -0.6461 0.0 -0.1 0.0
C 3.3371 2.6518 7.4047 0.0 0.2 0.2
C 2.1173 2.9935 6.5627 0.4 -0.5 -0.3
C 1.4655 1.7405 5.9992 -0.2 0.0 0.0
O 2.5008 3.8579 5.4924 -0.2 0.3 0.1
H 4.0927 2.1418 6.8004 -0.1 -0.1 0.0
H 3.7990 3.5598 7.7947 -0.1 0.0 0.0
H 3.0709 2.0074 8.2442 0.0 0.0 0.0
H 1.3951 3.5413 7.1698 0.0 0.2 -0.1
H 2.1600 1.2006 5.3491 0.1 0.0 0.1
H 0.5982 2.0023 5.3909 0.0 0.0 0.1
H 1.1428 1.0684 6.7961 0.0 0.0 0.0
H 3.1401 3.3853 4.9481 0.0 0.0 0.0
C 7.8992 1.2727 -2.0686 0.2 0.0 -0.1
C 7.0298 2.3439 -2.7106 -0.3 -0.4 0.4
C 6.3093 3.1742 -1.6582 0.0 0.2 -0.1
O 6.0765 1.7328 -3.5745 0.1 0.2 -0.2
H 7.2885 0.5828 -1.4795 0.0 0.1 0.0
H 8.4027 0.6805 -2.8337 0.0 0.1 0.0
H 8.6545 1.7140 -1.4152 0.0 0.0 0.0
H 7.6482 2.9953 -3.3305 -0.1 0.0 -0.1
H 5.6490 2.5433 -1.0556 0.1 -0.1 0.0
H 5.6836 3.9320 -2.1318 0.1 0.0 0.0
H 7.0169 3.6721 -0.9925 0.0 0.0 0.0
H 5.5235 1.1542 -3.0367 0.0 -0.2 0.0
C -3.7207 -3.3343 3.5923 0.1 -0.1 -0.1
C -4.5399 -2.2447 2.9190 -0.2 -0.7 0.8
C -5.3021 -1.4133 3.9401 0.0 0.2 -0.1
O -5.4608 -2.8314 1.9977 0.2 0.2 -0.2
H -4.3676 -4.0230 4.1441 0.0 0.1 0.1
H -3.1869 -3.9256 2.8479 0.0 0.1 0.0
H -2.9937 -2.9091 4.2861 0.0 0.0 0.0
H -3.8795 -1.5977 2.3386 0.1 -0.6 0.2
H -6.0030 -2.0382 4.5009 0.1 -0.1 0.0
H -5.8905 -0.6408 3.4422 0.0 0.0 0.0
H -4.6226 -0.9334 4.6465 0.0 0.0 0.0
H -6.0510 -3.4062 2.4968 0.0 0.0 0.0
```
Positions in Å, forces in eV/Å.

Values from the calculation:
LUMO level: -0.7 eV
Orbital gap: 8.59 eV

=====

Entry 2:
Entry from OMol25: a single C13H20N6O2 molecule at a distorted geometry (wB97M-V/def2-TZVPD).

Structure (XYZ):
```
41
Properties=species:S:1:pos:R:3:forces:R:3
O 3.2245 0.5002 2.0641 -0.2 0.3 0.3
O 2.6239 2.0415 3.4665 0.1 -0.7 0.0
N -1.2241 0.8541 2.7908 -3.5 -0.4 -0.9
N -0.6066 0.7344 0.5444 2.6 0.4 -1.4
C -5.4250 -1.4319 0.6555 2.8 -0.5 1.2
C -4.2359 -1.3388 1.3383 -3.4 -1.1 -1.4
C -1.4409 0.7105 1.5176 -3.4 -1.4 -1.0
C -0.0061 1.0197 3.0765 1.4 1.1 3.5
C 0.6569 0.9328 0.9130 0.7 -0.4 -4.2
C 1.0367 1.0721 2.2043 0.3 -0.4 0.3
N 0.1507 1.1596 4.3945 1.9 0.5 1.4
N -2.6833 0.3958 1.0663 -0.7 0.6 2.9
N 1.5491 1.0254 -0.1084 0.3 0.3 0.1
N 2.3679 1.1839 2.6170 1.2 0.9 0.1
C -3.7596 -0.0992 1.9518 0.6 0.4 -0.2
C 1.6659 -1.0125 -3.8483 0.2 1.2 -1.0
C 1.2413 -1.7959 -2.6269 -0.6 -1.1 0.0
C 2.7733 0.0186 -3.5829 -0.4 0.6 0.2
C 1.5415 -1.0960 -1.3189 -0.3 0.0 0.6
C 2.3168 0.9907 -2.4311 -0.7 0.2 -1.9
C 1.3175 0.4203 -1.4450 0.9 -1.0 0.8
H -5.7356 -2.4023 0.2915 -0.1 0.1 -0.2
H -6.0055 -0.5618 0.4403 -0.5 0.4 0.1
H -3.6487 -2.2394 1.4614 0.1 0.0 0.1
H 0.9935 1.6786 4.6157 -0.3 -0.1 0.6
H -0.7131 1.4052 4.8383 0.0 0.0 0.4
H -2.6831 0.1492 0.1163 -0.3 -0.4 -1.1
H 2.5200 1.0960 0.2255 -0.7 -0.3 -0.8
H -4.5771 0.6262 2.0311 0.2 0.0 0.0
H -3.4036 -0.3500 2.9761 0.2 0.6 -0.8
H 2.0122 -1.6908 -4.6322 -0.3 0.1 -0.1
H 0.8299 -0.3909 -4.2464 0.2 -0.7 0.1
H 0.1391 -1.9853 -2.6883 0.8 0.0 0.0
H 1.7507 -2.7850 -2.6287 -0.4 0.5 0.0
H 3.6960 -0.4792 -3.3175 0.3 -0.2 0.3
H 3.0200 0.5917 -4.5210 -0.4 -0.4 0.9
H 0.8389 -1.4767 -0.5497 0.6 0.1 -0.2
H 2.5940 -1.2945 -0.9969 -0.8 0.2 -0.1
H 3.1705 1.3561 -1.9307 1.1 0.5 0.7
H 1.7990 1.8501 -2.8880 0.5 0.0 0.0
H 0.3184 0.6173 -1.8360 -0.1 0.0 0.6
```
Positions in Å, forces in eV/Å.

Values from the calculation:
ΔE to the lowest compared entry with this formula, charge and spin: 0.025 eV
LUMO level: -0.2 eV
Orbital gap: 8.53 eV

=====

Entry 3:
Entry from OMol25: a single CHNO3S3 molecule at a distorted geometry (wB97M-V/def2-TZVPD).

Structure (XYZ):
```
9
Properties=species:S:1:pos:R:3:forces:R:3
C 0.2574 -1.2438 -0.2898 0.3 0.2 0.4
N -0.1601 0.9043 -1.8438 -0.2 -3.6 3.0
O -1.6949 0.9783 1.7160 -0.4 0.2 0.3
O 0.6454 0.2777 2.3430 0.0 0.2 0.8
O -0.6007 -1.1750 0.6395 -0.9 -0.1 0.9
S 0.9854 -2.4789 -1.0017 0.1 0.1 -0.4
S 0.7871 0.5183 -0.6495 -0.8 1.0 -2.4
S -0.3834 0.5543 1.4022 0.5 -0.9 -1.0
H 0.1639 1.6648 -2.3158 1.4 2.9 -1.5
```
Positions in Å, forces in eV/Å.

Values from the calculation:
ΔE to the lowest compared entry with this formula, charge and spin: 2.401 eV
LUMO level: -1.9 eV
Orbital gap: 7.73 eV

=====

Entry 4:
Entry from OMol25: 2 unconnected molecules or ions with the total composition H4O2 at a distorted geometry (wB97M-V/def2-TZVPD).

Structure (XYZ):
```
6
Properties=species:S:1:pos:R:3:forces:R:3
H -0.9217 -1.3385 -1.2253 0.3 0.1 0.4
H -1.1545 -1.2012 0.3049 1.3 0.0 -1.3
H 0.8812 0.9790 1.1888 0.4 -0.2 0.7
H 0.2566 0.5558 -0.1061 -0.2 -0.6 -0.3
O -0.4322 -1.2015 -0.3943 -1.8 -0.2 0.8
O 0.5495 1.3272 0.3741 -0.1 0.9 -0.3
```
Positions in Å, forces in eV/Å.

Values from the calculation:
ΔE to the lowest compared entry with this formula, charge and spin: 0.094 eV
LUMO level: 0.6 eV
Orbital gap: 11.55 eV

=====

Entry 5:
Entry from OMol25: a molecular structure, C3H4N2O (wB97M-V/def2-TZVPD).

Structure (XYZ):
```
10
Properties=species:S:1:pos:R:3:forces:R:3
O -1.8409 0.8300 0.2430 0.1 0.1 -0.1
C -0.5984 0.4220 0.5758 0.1 -0.1 0.0
C 0.5875 1.1052 0.2114 0.1 -0.4 0.0
C 1.4604 0.2371 -0.3547 0.1 0.1 0.0
N 1.0053 -1.0937 -0.5554 -0.3 0.1 0.1
N -0.2049 -1.1870 -0.2817 0.3 0.0 0.0
H -1.7687 1.4697 -0.4814 0.0 -0.1 0.1
H -0.5769 -0.0442 1.5682 0.0 0.1 -0.1
H 2.4867 0.4106 -0.6636 -0.2 0.0 0.0
H -0.5502 -2.1497 -0.2616 0.1 0.1 0.0
```
Positions in Å, forces in eV/Å.

Values from the calculation:
ΔE to the lowest compared entry with this formula, charge and spin: 4.777 eV
LUMO level: -0.3 eV
Orbital gap: 8.44 eV

=====

Entry 6:
Entry from OMol25: 2 unconnected molecules or ions with the total composition C2H4N4 at a distorted geometry (wB97M-V/def2-TZVPD).

Structure (XYZ):
```
10
Properties=species:S:1:pos:R:3:forces:R:3
C 0.0796 1.5354 -0.5235 -0.1 0.2 -0.1
N 0.5580 -0.3796 0.5691 0.0 -0.1 0.2
C 0.4011 -1.0384 1.5584 0.1 0.3 -0.4
N -1.2243 -2.7431 -0.5073 -0.3 1.2 -1.4
N -1.3583 -2.0152 -1.3247 0.2 -1.3 1.4
N 0.5659 0.1538 -0.5395 0.0 -0.2 0.4
H -0.8258 1.6399 0.0871 0.1 0.0 -0.1
H -0.1465 1.8163 -1.5530 0.0 0.0 0.1
H 0.8489 2.2138 -0.1359 -0.1 -0.1 0.0
H 1.1013 -1.1829 2.3692 0.0 0.0 -0.1
```
Positions in Å, forces in eV/Å.

Values from the calculation:
ΔE to the lowest compared entry with this formula, charge and spin: 2.426 eV
LUMO level: 1.1 eV
Orbital gap: 10.00 eV

=====

Entry 7:
Entry from OMol25: 5 unconnected molecules or ions with the total composition C19H45N2O7P2 at a distorted geometry (wB97M-V/def2-TZVPD).

Structure (XYZ):
```
75
Properties=species:S:1:pos:R:3:forces:R:3
C 4.3118 0.3232 1.0563 0.3 1.0 -0.3
C 4.5648 1.1748 -0.3607 1.1 -1.5 2.0
O 3.2529 1.2370 -1.0232 -2.6 2.5 2.7
C 2.2277 1.8749 -0.1826 -2.1 0.7 1.2
C 2.4360 3.2165 0.7513 -3.5 -1.7 0.0
C 1.1427 3.8059 1.6257 -0.3 -3.8 -2.9
C -0.3030 3.0097 1.4715 4.4 0.6 -0.8
N -0.4058 1.7732 0.6004 2.9 3.8 1.1
P -2.0153 0.9672 0.4827 -2.9 -2.2 -0.6
O -2.7575 1.6695 -0.9654 2.9 1.0 1.7
O -2.9553 1.3671 1.9070 0.9 -0.1 -2.4
C 0.7216 1.1583 -0.1989 1.7 3.8 1.1
P 0.3393 -0.4567 -1.2138 0.1 -3.7 2.9
N 0.0430 -1.6276 -0.0882 0.9 1.4 -1.9
H 3.9813 1.1258 1.8675 0.9 -1.9 -1.5
H 3.4226 -0.4287 0.9408 1.8 1.3 0.0
H 5.2943 -0.2490 1.3347 -2.1 1.1 -0.3
H 5.0413 2.2130 -0.1016 -1.1 -1.8 -0.8
H 5.3016 0.5752 -1.0505 -1.8 1.3 1.1
H 3.4987 3.7386 0.7905 -2.6 -1.2 -0.1
H 1.2656 4.7724 2.3107 -0.4 -2.5 -1.7
H -1.2257 3.4457 2.0885 2.0 -1.6 -1.7
H -2.0567 2.2016 -1.4788 -1.6 -0.9 1.0
H -3.7085 0.6990 2.0018 1.6 1.0 -0.4
H 1.5185 -0.9199 -1.9422 -0.9 1.5 0.0
H -0.8157 -0.2848 -2.0674 0.9 0.7 0.3
H 0.7398 -2.4010 -0.1792 -0.6 1.0 0.1
C 6.3996 -4.0652 3.1829 0.0 0.1 0.3
C 5.3324 -3.7361 2.1512 0.5 -0.6 -0.1
C 4.9894 -4.9498 1.3022 -0.3 -0.1 -0.1
O 5.7988 -2.6863 1.3077 0.1 0.4 -0.3
H 7.3280 -4.3869 2.6977 -0.2 -0.1 0.0
H 6.6452 -3.1794 3.7785 -0.1 -0.1 -0.1
H 6.0648 -4.8592 3.8577 0.1 0.1 -0.1
H 4.4307 -3.3741 2.6570 0.1 0.2 -0.2
H 5.8677 -5.3029 0.7502 0.0 0.0 0.2
H 4.2291 -4.6950 0.5561 0.0 0.0 0.2
H 4.6123 -5.7704 1.9205 0.1 0.1 -0.1
H 6.5994 -2.9989 0.8545 -0.3 0.1 0.2
C -5.2467 4.9586 -3.9902 -0.1 0.3 -0.2
C -4.2206 4.0247 -4.6120 -0.3 -0.1 0.6
C -4.4780 2.5786 -4.2198 0.1 -0.3 -0.3
O -2.9155 4.4050 -4.1840 0.5 0.0 0.1
H -5.2057 4.9134 -2.8961 0.0 -0.2 -0.1
H -5.0418 5.9973 -4.2712 0.0 -0.2 0.0
H -6.2606 4.7020 -4.3127 0.1 0.1 0.1
H -4.2489 4.1208 -5.7028 0.2 0.0 0.2
H -4.4097 2.4489 -3.1338 -0.1 0.1 0.0
H -3.7247 1.9194 -4.6644 -0.1 0.1 -0.1
H -5.4689 2.2505 -4.5491 0.1 0.0 0.1
H -2.8812 4.3227 -3.2165 -0.2 0.1 -0.5
C -5.4749 -1.8628 -3.2838 -0.2 -0.1 -0.3
C -4.0187 -2.1956 -3.0001 -0.5 0.3 0.5
C -3.7834 -2.4336 -1.5171 0.3 -0.3 0.1
O -3.1939 -1.1208 -3.4426 0.5 0.3 -0.1
H -5.7764 -0.9472 -2.7626 0.1 -0.1 0.1
H -5.6270 -1.6820 -4.3533 0.0 -0.1 0.2
H -6.1345 -2.6775 -2.9689 0.1 0.1 0.0
H -3.7277 -3.0868 -3.5667 0.1 0.3 0.0
H -4.0249 -1.5383 -0.9332 -0.1 0.0 -0.1
H -2.7288 -2.6599 -1.3263 -0.1 0.0 0.0
H -4.3923 -3.2653 -1.1492 0.1 0.1 0.0
H -3.4452 -0.3251 -2.9449 -0.1 -0.3 -0.2
C 1.7240 -0.7579 4.1459 0.3 0.0 0.3
C 0.2841 -0.4073 4.4859 0.1 -0.2 -0.6
C -0.6888 -1.0620 3.5184 -0.3 -0.1 0.1
O 0.1184 1.0074 4.4374 -0.1 0.5 0.0
H 1.9869 -0.4048 3.1424 -0.1 -0.1 -0.1
H 2.4137 -0.2699 4.8431 -0.1 -0.1 0.0
H 1.8880 -1.8391 4.1900 0.0 0.1 0.0
H 0.0587 -0.7288 5.5085 0.0 0.3 -0.1
H -0.5116 -0.7197 2.4926 0.2 -0.2 0.0
H -1.7204 -0.7910 3.7677 0.1 -0.1 0.1
H -0.5972 -2.1523 3.5436 0.0 0.1 -0.1
H 0.3166 1.3018 3.5329 0.0 -0.3 0.4
```
Positions in Å, forces in eV/Å.

Values from the calculation:
Net charge: +1
LUMO level: -5.5 eV
Orbital gap: 6.27 eV